No. 1
9
Properties=species:S:1:pos:R:3 method="wB97M-V/def2-TZVPD" fmax_ev_per_a=3.3 orbital_gap_ev="9.2 / 6.4" multiplicity=1 lumo_ha="-0.05134 / -0.10143" molar_mass_g_mol=88.13 total_energy_ha=-589.8783 e_above_lowest_ev=6.702 e_homo_ha="-0.3905 / -0.3352"
C 1.110 -2.807 -1.407
C 0.253 -2.001 -1.075
C -0.158 1.573 0.207
O 1.709 1.459 -1.568
S 0.316 1.112 -1.452
H 1.622 -3.723 -1.324
H -0.976 0.923 0.713
H -0.242 2.655 0.450
H 0.617 1.402 0.974


No. 2
70
Properties=species:S:1:pos:R:3 method="wB97M-V/def2-TZVPD" fmax_ev_per_a=3.2 orbital_gap_ev="6.9 / 7.4" total_charge=+1 multiplicity=3 lumo_ha="-0.14372 / -0.14622" molar_mass_g_mol=889.25 total_energy_ha=-7392.6798 e_above_lowest_ev=1.294 e_homo_ha="-0.3976 / -0.4175"
W 0.099 -0.381 0.205
N -0.027 -0.625 2.555
C -1.173 -0.260 3.435
C -2.452 -0.984 3.032
N -2.833 -0.608 1.662
H 0.153 -1.621 2.719
H 0.791 -0.130 2.897
H -1.323 0.819 3.399
H -0.925 -0.536 4.461
H -3.246 -0.738 3.738
H -2.273 -2.059 3.091
H -3.497 0.155 1.714
H -3.325 -1.372 1.213
Br 2.602 3.835 1.078
C 3.326 2.103 0.926
C 4.711 1.894 0.874
C 5.208 0.627 0.736
Br 7.081 0.386 0.633
C 4.352 -0.498 0.656
C 4.757 -1.841 0.497
C 3.800 -2.818 0.421
C 2.446 -2.494 0.516
N 2.013 -1.250 0.669
C 2.967 -0.263 0.728
C 2.452 1.045 0.839
O 1.122 1.148 0.855
H 5.384 2.738 0.930
H 5.808 -2.085 0.441
H 4.077 -3.854 0.294
H 1.702 -3.273 0.478
N -1.685 -3.475 -1.537
C -1.055 -3.264 -0.372
O -0.730 -2.041 -0.089
C -0.873 -4.270 0.576
C -0.413 -3.867 1.845
N -0.061 -3.403 2.843
C -1.109 -5.627 0.249
N -1.304 -6.715 -0.072
H -1.791 -4.430 -1.845
H -1.541 -2.764 -2.245
C -2.486 1.139 -1.223
N -1.195 1.434 -0.491
C -1.547 2.291 0.705
N -2.275 3.481 0.342
C -3.505 3.102 -0.353
N -3.210 2.340 -1.565
C -2.385 3.172 -2.443
N -1.136 3.536 -1.776
C -0.409 2.341 -1.430
C -1.453 4.289 -0.563
H -3.118 0.518 -0.590
H -2.240 0.585 -2.124
H -0.620 2.571 1.202
H -2.166 1.697 1.375
H -4.056 4.003 -0.621
H -4.128 2.499 0.313
H -2.936 4.079 -2.691
H -2.166 2.627 -3.362
H 0.524 2.610 -0.940
H -0.197 1.778 -2.334
H -2.002 5.191 -0.831
H -0.527 4.572 -0.060
C 1.687 -0.766 -4.011
S 0.831 -1.026 -2.480
O 1.235 -2.325 -2.006
O -0.613 -0.855 -2.649
O 1.283 0.082 -1.560
H 1.896 -1.744 -4.436
H 2.619 -0.261 -3.764
H 1.079 -0.164 -4.680